[1]
C12H30AuClO3P2Si as an isolated structure, computed with ωB97M-V/def2-TZVPD.

The geometry in XYZ format:
```
50
Properties=species:S:1:pos:R:3:forces:R:3
C 3.22759 2.39194 -3.48694 -0.5936 1.7094 -0.4880
C 2.36271 1.22812 -3.08192 1.1229 -4.6142 -2.9714
H 2.95066 2.77060 -4.49975 0.3436 -0.5384 0.6802
H 4.26735 2.01254 -3.39587 -0.6541 0.0351 -0.5376
H 3.24870 3.28215 -2.80043 -0.4674 -1.0513 -0.3745
O 1.80324 0.31454 -3.71340 0.7612 6.7827 2.5758
Cl 3.33130 0.63876 -1.51607 -0.8304 2.2832 1.3536
Au 0.34906 0.45002 -0.62583 1.6339 0.2263 -1.5910
P 1.11036 -1.65593 -1.53457 0.3825 -1.7319 -0.6567
C -0.11949 -2.62932 -2.46586 -0.2219 0.4424 0.0789
C 2.58070 -1.77657 -2.61929 0.4310 -0.2001 0.5582
H 2.85569 -2.81818 -2.75268 -0.1455 -0.2386 0.0618
H 1.87758 -3.67103 -0.42997 -0.0725 0.1188 -0.0016
H 3.38076 -1.20035 -2.10062 -0.6073 -1.8413 -1.0180
H 2.32300 -2.19909 0.47096 0.0366 -0.1114 0.0188
H -0.37751 -2.08137 -3.37633 -0.0244 -0.0915 0.0617
H 2.35023 -1.26480 -3.56151 0.4543 -1.3900 0.5697
C 1.52707 -2.69244 -0.09036 -0.0625 0.4347 0.0628
H 0.32223 -3.59123 -2.75330 -0.0279 0.2098 0.1680
H 0.66656 -2.80822 0.57395 0.0638 -0.0326 -0.1149
H -1.02820 -2.79232 -1.88194 0.0697 -0.0391 -0.0657
P 0.15029 2.60992 0.26455 0.2392 0.7154 0.4596
C -1.47466 3.41628 0.16509 -0.2145 0.1594 -0.2390
C 0.56815 2.43403 2.02117 0.0838 -0.1542 0.1983
H 2.39245 3.31411 -0.23360 -0.3348 0.2799 -0.0344
H 1.29587 4.72079 0.14105 0.2126 -0.2720 -0.3433
H 1.21757 3.88550 -1.47440 0.1071 0.1723 0.3773
C 1.39912 3.76290 -0.39605 -0.3295 -0.1116 0.0676
H 1.59838 2.06013 2.10158 -0.2216 0.1105 -0.0282
H 0.51446 3.40667 2.52169 -0.0416 -0.1340 -0.0523
H -1.44423 4.41448 0.62814 0.1240 -0.3372 -0.0291
H -2.26601 2.82938 0.65373 0.3552 0.0622 -0.0817
H -0.08783 1.71322 2.53328 0.1274 0.3002 -0.2455
H -1.76174 3.55588 -0.88566 0.1019 -0.0864 0.2049
C -1.24569 -0.30793 0.29077 -1.4242 -1.7928 4.3254
O -2.35420 -0.37860 -0.23939 0.1477 0.1207 -0.4523
C -3.73208 -0.09693 2.71690 0.3349 -0.0267 -0.3904
Si -2.48269 -1.52456 2.47642 -0.5261 -0.2490 0.7004
C -1.70702 -2.04984 4.12173 -0.0761 0.3169 -0.8047
C -2.93987 -3.04961 1.41313 0.3307 0.5207 -0.2202
O -1.07703 -0.69464 1.58823 -1.0517 0.1921 -2.2615
H -4.62787 -0.41728 3.30388 0.7087 0.1861 -0.5095
H -4.07009 0.34034 1.74105 0.1368 -0.3722 0.8586
H -3.20315 0.70134 3.29520 -0.4535 -0.5545 -0.3743
H -2.47046 -2.51803 4.78268 0.5326 0.3234 -0.4389
H -0.90272 -2.77361 3.89808 -0.3087 0.2488 0.3569
H -1.28079 -1.15149 4.60465 -0.1585 -0.5250 0.0040
H -3.24312 -2.77410 0.37153 0.0797 -0.3058 0.8562
H -2.02337 -3.68428 1.34750 -0.6668 0.3175 0.0675
H -3.75125 -3.65189 1.88883 0.5931 0.5335 -0.3416
```
Forces are in eV/Å.

## Properties
* charge: +2
* LUMO energy (alpha / beta): -6.9 / -11.2 eV
* HOMO-LUMO gap (alpha / beta): 7.6168 / 4.9600 eV
* spin multiplicity: 3
* expectation value of S²: 2.01



[2]
An isolated ion of composition C6H15BrN2 and charge +2, computed with ωB97M-V/def2-TZVPD.

The geometry in XYZ format:
```
24
Properties=species:S:1:pos:R:3:forces:R:3
C -0.22272 1.09194 -1.61585 1.2203 -0.7000 0.3474
C 0.27018 0.49946 -0.24445 3.4042 2.0656 -0.1240
C -0.00909 -0.89096 0.10789 -1.1823 -3.1615 -1.1172
C -1.54227 -1.19700 0.18185 1.3246 1.2517 3.8988
N -2.01024 -2.58259 0.29763 1.2524 -1.2668 -2.3829
C 0.30199 1.55604 0.93154 0.8266 1.5958 -4.8757
N 1.83132 1.66344 0.98719 -0.0838 -0.4768 -0.7439
C 2.01117 0.81678 -0.26155 -2.2160 -1.2917 0.1522
Br 3.29576 -0.66419 -0.03503 -1.0140 1.4725 -0.3343
H 0.47475 1.90729 -1.78445 -0.3070 0.3161 -0.3833
H -1.19313 1.51442 -1.65007 -1.1728 0.3339 0.4891
H -0.15757 0.45750 -2.52410 0.2470 -0.1720 0.8714
H 0.33361 -1.24598 1.09317 0.6777 0.3787 -0.4949
H 0.47249 -1.48145 -0.74620 -0.5962 0.2390 1.3217
H -1.90667 -0.79043 1.18772 0.2452 0.4396 -1.8591
H -2.08945 -0.95621 -0.64651 -1.1494 2.2798 -1.8315
H -2.66593 -2.69113 1.02875 -1.6720 -0.2164 0.5138
H -1.31536 -3.27190 0.49320 1.1102 -0.7452 0.1706
H -2.32826 -2.76318 -0.68024 -0.5600 -0.9143 1.3450
H -0.17090 2.43420 0.43492 0.6493 -0.0399 1.2077
H -0.04435 1.36080 1.85566 -1.4774 -0.7771 2.9895
H 2.33499 2.55630 0.88902 -0.5317 -0.0342 0.4260
H 2.19081 1.15469 1.78920 0.1946 0.1216 0.3187
H 2.13887 1.52216 -1.08928 0.8104 -0.6985 0.0947
```
Forces are in eV/Å.

## Properties
* charge: +2
* LUMO energy: -6.6 eV
* HOMO-LUMO gap: 10.8958 eV
* SMILES string: C[C@]1(CC[NH3+])C[NH2+][C@H]1Br



[3]
A 2-piece molecular cluster, C4H11NO2S overall, computed with ωB97M-V/def2-TZVPD.

The geometry in XYZ format:
```
19
Properties=species:S:1:pos:R:3:forces:R:3
N 1.42230 -0.69233 -1.55047 -0.3571 0.8240 -0.3603
C 0.07111 -0.78367 -1.35134 0.4632 -1.4454 0.5317
O -0.53986 -1.87329 -1.26401 0.9532 2.6811 -0.1397
C -0.40973 0.65027 -1.13966 -0.5381 -2.0674 -0.4154
C -0.78697 0.91710 0.27966 0.1759 3.2014 -0.5450
C 0.23165 0.57110 1.29365 0.8513 1.8972 0.9376
S 1.95625 1.20778 1.07287 -0.8802 0.5739 -0.0109
H 1.92669 -1.48891 -1.82671 0.6617 -1.0598 -0.2897
H 1.82020 0.23641 -1.75464 -0.1615 -1.3127 0.2774
H -1.22520 0.72411 -1.83638 -0.4991 0.7423 -0.2021
H 0.45386 1.20190 -1.42771 -0.1119 1.2162 -0.2127
H -1.72962 0.53971 0.51443 -1.4988 -1.2944 0.5283
H -1.00352 2.01853 0.35731 0.3707 -0.6586 -0.1130
H 0.36349 -0.44116 1.35069 0.4611 -2.7063 0.1501
H -0.06086 0.90079 2.28888 -0.1633 -0.0586 -0.0508
H 1.57560 2.46735 1.39128 0.3865 -0.2159 -0.0878
O -1.62150 -2.35342 1.45500 1.4344 1.7556 -0.8539
H -1.71494 -1.85996 0.61351 -1.1298 -0.9418 -0.2236
H -0.72897 -1.94229 1.53362 -0.4182 -1.1308 1.0797
```
Forces are in eV/Å.

## Properties
* charge: 0
* LUMO energy: 0.5 eV
* HOMO-LUMO gap: 10.0943 eV
* SMILES string: NC(=O)CCCS.O



[4]
C17H19NO6Ti as an isolated structure, computed with ωB97M-V/def2-TZVPD.

The geometry in XYZ format:
```
44
Properties=species:S:1:pos:R:3:forces:R:3
Ti 0.37087 -1.15174 -0.77720 -0.9556 -2.7943 0.9918
O 2.61607 3.29146 -3.44390 -0.3157 -0.8684 0.4380
C 2.09967 2.30056 -2.94420 0.1717 0.9534 -0.3490
C 2.78527 0.91836 -2.79550 1.4213 -0.3991 -0.1581
O 3.95847 0.68946 -3.11690 -1.0462 0.1196 0.2487
C 1.80277 0.06746 -2.20600 -0.1996 0.8760 -0.3020
C 0.59167 0.81186 -2.02710 0.9441 0.8092 -1.0859
O -0.51403 0.23246 -1.55610 -1.2984 1.4083 -0.6456
C 0.75397 2.18386 -2.35060 -0.6058 0.4409 0.3792
O -0.07573 3.12706 -2.10520 0.0727 -0.2071 -0.4418
O 1.86677 -1.20654 -1.81000 1.7620 -1.1093 -0.7483
C -2.55233 -2.30974 -2.31740 0.1708 0.1561 -0.0996
O -2.12013 -2.57104 -0.99970 0.1685 -0.0229 0.3229
C -0.69953 -2.70264 -0.87740 -0.0582 -0.1218 -0.5717
C -0.20113 -4.09004 -1.23950 -0.2116 0.3428 0.0676
H -3.62563 -2.11434 -2.27940 -0.0189 -0.0208 0.0019
H -2.37543 -3.16434 -2.98380 0.0213 0.0515 0.0012
H -2.03223 -1.42484 -2.71840 -0.1775 -0.2276 -0.0014
H -0.50033 -4.37334 -2.25910 0.1255 -0.0354 0.0513
H -0.61073 -4.85084 -0.56090 0.1047 -0.0020 0.0408
H 0.89457 -4.10054 -1.18160 -0.1405 -0.1649 -0.0516
C -1.75913 1.54106 0.72390 -0.6530 -0.5759 -0.5527
N -0.62983 2.30146 1.28550 0.0629 0.0395 0.5846
C -0.52203 3.62366 0.64710 0.1170 0.7582 -0.6031
C 0.66147 1.54216 1.18590 0.5270 -0.4726 0.0430
C 0.61567 0.26066 1.98220 0.0031 -0.1011 -0.1890
C 0.65497 0.38046 3.37230 -0.0552 0.1032 -0.0287
C 0.60737 -0.74254 4.17070 -0.0285 -0.0556 0.0484
C 0.56317 -1.99044 3.56000 0.0423 -0.0089 0.1552
C 0.53967 -2.09844 2.18100 -0.0327 -0.0267 -0.1875
C 0.53057 -0.98354 1.31740 0.3222 0.5256 1.4070
H -2.69143 2.06676 0.92100 0.0742 0.1091 0.1226
H -1.79233 0.53736 1.15860 0.0582 0.2569 0.0375
H -1.61243 1.43186 -0.35880 0.0049 0.2083 0.3881
H -0.80153 2.42196 2.29180 0.0567 -0.0979 -0.3193
H -0.33493 3.49226 -0.44900 -0.0630 -0.1027 0.3787
H 0.29637 4.18916 1.08700 0.0576 -0.1106 0.1650
H -1.44883 4.17716 0.77500 -0.1361 -0.0855 0.1459
H 1.44727 2.20056 1.57340 -0.2027 0.0481 -0.1313
H 0.85957 1.34076 0.12680 -0.0909 0.3871 0.3182
H 0.73467 1.36186 3.83420 0.0261 0.0594 0.0290
H 0.61337 -0.65124 5.24890 0.0304 -0.0150 0.0407
H 0.53607 -2.87704 4.18000 0.0210 -0.1037 -0.0083
H 0.49957 -3.08864 1.73520 -0.0760 0.0764 0.0677
```
Forces are in eV/Å.

## Properties
* charge: -1
* LUMO energy (alpha / beta): 2.2 / 2.2 eV
* HOMO-LUMO gap (alpha / beta): 4.7703 / 5.7145 eV
* spin multiplicity: 2
* expectation value of S²: 0.78



Calculated total energy values (in hartree) by entry order: -2268.39869, -2920.44348, -762.41953, -2014.77537.
Energy above the lowest of the compared OMol25 structures with the same formula, charge and spin values (in kJ/mol) by entry order: 213.9, 84.3, 78.3, 14.4.